A cluster of 2 separate species, C12H17ClO8S2 in total in a non-equilibrium geometry, computed with ωB97M-V with the def2-TZVPD basis set.

Summary:
relative energy (zero: lowest compared OMol25 entry of this formula, charge and spin) = 0.0 kJ/mol
SMILES string = O=C1OC(=O)C(CCCCS(=O)(=O)Cl)=C1O.O=S1(=O)CCCC1
energy = -2325.89864 hartree
gap between HOMO and LUMO = 9.56 eV

XYZ file:
```
40
Properties=species:S:1:pos:R:3:forces:R:3:lowdin_charge:R:1
Cl 3.819 -2.696 -0.496 -0.59 -0.43 0.11 0.51
S -1.674 2.805 0.314 -0.23 0.10 0.26 0.67
S 2.961 -4.143 -1.648 0.65 -1.58 -2.53 0.34
O 1.091 -0.283 1.983 -0.54 0.70 -0.50 0.14
O 3.943 -5.149 -1.901 0.43 -0.30 1.14 -0.35
O -0.374 2.233 0.052 -0.06 -0.08 -0.15 -0.30
O 1.822 -0.397 -1.588 0.98 0.40 -0.26 0.12
O -2.890 2.072 0.078 0.19 -0.20 -0.21 -0.32
O 3.091 -0.064 1.133 3.15 1.17 0.05 0.18
O 2.514 -3.550 -2.880 -0.93 1.09 0.86 -0.35
O -1.129 -0.081 1.767 -3.28 0.31 2.16 0.19
C -0.133 -0.522 1.385 2.29 -0.14 -2.89 -0.43
C -1.878 5.448 0.602 -0.02 0.03 0.08 -0.22
C 1.951 -0.071 0.917 -1.10 -2.09 -0.45 -0.40
C -0.861 -1.824 -0.816 0.25 -0.47 -0.20 -0.09
C -1.771 4.397 -0.510 0.00 0.46 -0.10 -0.22
C 0.108 -0.989 -0.035 -0.55 -0.37 0.84 -0.08
C -1.687 3.444 1.982 0.15 0.26 0.32 -0.23
C -0.262 -3.219 -1.191 -0.17 -0.13 -0.13 -0.18
C -1.180 4.876 1.841 0.03 0.03 -0.11 -0.22
C 1.617 -4.947 -0.744 -0.46 0.91 1.50 -0.25
C 0.591 -3.944 -0.132 0.68 -0.61 -0.02 -0.22
C 1.268 -0.438 -0.388 -1.23 -0.39 0.88 -0.23
H 1.201 -3.323 0.540 -0.42 0.35 -0.33 0.09
H -1.791 -1.999 -0.263 0.24 0.44 0.03 0.13
H 0.278 -3.126 -2.146 0.09 -0.05 0.43 0.09
H -1.091 -3.909 -1.415 0.10 0.34 -0.08 0.12
H -1.438 6.395 0.290 -0.02 -0.03 -0.01 0.11
H -0.863 4.526 -1.098 0.01 -0.13 0.03 0.10
H -2.930 5.635 0.831 0.02 -0.02 0.00 0.12
H -1.109 -1.332 -1.767 -0.15 0.00 0.30 0.13
H -1.060 2.823 2.618 -0.06 -0.16 -0.13 0.11
H -2.718 3.425 2.335 0.00 -0.08 -0.06 0.11
H -2.640 4.408 -1.164 0.05 -0.18 -0.03 0.10
H -0.037 -4.544 0.547 0.04 0.23 -0.25 0.12
H 1.485 -1.089 -2.176 -0.02 0.07 0.17 0.12
H -0.098 4.875 1.687 -0.02 -0.02 0.04 0.12
H 2.117 -5.467 0.085 0.06 0.15 -0.29 0.11
H -1.393 5.464 2.733 0.02 -0.02 -0.01 0.12
H 1.149 -5.721 -1.362 0.43 0.44 -0.47 0.12
```
Positions in Å, forces in eV/Å.